No. 1
Here is a structure of composition C32H50N3ORuS4SeSi3 from the OMol25 dataset. Energies are from ωB97M-V/def2-TZVPD.

Summary:
ΔE to the lowest compared entry with this formula, charge and spin in kJ/mol: 186.6
Net charge: 0
Multiplicity: 2
E_tot in Eh: -6446.46646
Strongest force on any atom in eV/Å: 2.84
Frontier orbital gap (alpha / beta) in eV: 5.55 / 5.64

CARTESIAN COORDINATES (ANGSTROEM)
Ru (-0.873, -1.196, 0.412)
O (-0.698, -3.028, 7.335)
C (-0.700, -2.402, 6.304)
S (0.231, -0.919, 6.036)
C (-0.386, -0.575, 4.421)
C (-1.240, -1.502, 3.875)
S (-2.073, -1.396, 2.370)
S (-1.624, -2.887, 4.857)
S (0.089, 0.829, 3.636)
C (-3.029, -4.746, 1.578)
Si (-3.378, -3.594, 0.147)
C (-4.211, -4.739, -1.101)
C (-4.630, -2.251, 0.566)
C (-1.865, -2.836, -0.652)
Si (-0.252, -3.761, -0.422)
C (0.378, -3.883, 1.353)
C (1.157, -2.973, -1.400)
C (-0.382, -5.540, -1.011)
Si (-2.194, -2.305, -2.366)
C (-1.990, -3.598, -3.695)
C (-3.835, -1.448, -2.634)
C (-1.011, -0.862, -2.655)
C (-0.682, -0.379, -3.922)
C (-0.065, 0.850, -4.065)
C (0.193, 1.588, -2.921)
C (-0.086, 1.033, -1.687)
N (-0.666, -0.174, -1.539)
H (-3.976, -5.203, 1.914)
H (-2.586, -4.246, 2.438)
H (-2.358, -5.560, 1.269)
H (-5.106, -5.182, -0.636)
H (-3.539, -5.563, -1.391)
H (-4.536, -4.225, -2.020)
H (-4.963, -2.328, 1.610)
H (-5.518, -2.320, -0.084)
H (-4.190, -1.260, 0.437)
H (0.741, -2.938, 1.729)
H (1.222, -4.596, 1.392)
H (-0.400, -4.239, 2.041)
H (1.443, -2.000, -0.993)
H (0.894, -2.829, -2.460)
H (2.041, -3.628, -1.355)
H (-1.075, -6.120, -0.382)
H (0.605, -6.030, -0.970)
H (-0.745, -5.592, -2.050)
H (-2.607, -4.472, -3.439)
H (-0.950, -3.936, -3.802)
H (-2.335, -3.222, -4.670)
H (-4.678, -2.148, -2.547)
H (-3.868, -1.002, -3.638)
H (-3.982, -0.647, -1.899)
H (-0.934, -0.983, -4.791)
H (0.199, 1.232, -5.047)
H (0.613, 2.588, -2.967)
H (0.165, 1.568, -0.793)
C (3.068, 3.305, -2.071)
C (3.920, 2.028, -2.126)
C (4.691, 1.713, -0.839)
C (3.860, 1.217, 0.347)
N (3.017, 2.236, 0.991)
C (1.672, 2.212, 1.001)
Se (0.809, 0.134, 1.500)
N (1.267, 3.281, 1.710)
C (-0.129, 3.652, 1.993)
C (-0.594, 4.876, 1.202)
C (-0.615, 4.661, -0.312)
C (-1.654, 3.623, -0.746)
C (2.374, 4.023, 2.145)
C (2.477, 5.204, 2.870)
C (3.751, 5.689, 3.110)
C (4.887, 5.007, 2.652)
C (4.778, 3.824, 1.941)
C (3.495, 3.350, 1.688)
H (2.688, 3.558, -3.067)
H (3.662, 4.155, -1.718)
H (2.213, 3.188, -1.403)
H (4.654, 2.140, -2.927)
H (3.287, 1.174, -2.384)
H (5.261, 2.597, -0.543)
H (5.410, 0.919, -1.053)
H (4.528, 0.817, 1.108)
H (3.197, 0.418, 0.034)
H (-0.209, 3.847, 3.060)
H (-0.748, 2.789, 1.772)
H (0.055, 5.721, 1.441)
H (-1.602, 5.124, 1.546)
H (0.384, 4.362, -0.648)
H (-0.841, 5.617, -0.791)
H (-1.424, 2.628, -0.353)
H (-1.698, 3.548, -1.837)
H (-2.652, 3.903, -0.386)
H (1.600, 5.721, 3.244)
H (3.873, 6.612, 3.666)
H (5.871, 5.412, 2.862)
H (5.661, 3.290, 1.608)

---

No. 2
Here is a structure of composition C20H16BrN3O4PdSe from the OMol25 dataset. Energies are from ωB97M-V/def2-TZVPD.

Summary:
ΔE to the lowest compared entry with this formula, charge and spin in kJ/mol: 37.5
Net charge: -2
Multiplicity: 3
E_tot in Eh: -6340.36037
Strongest force on any atom in eV/Å: 0.52
Frontier orbital gap (alpha / beta) in eV: 5.15 / 5.12

CARTESIAN COORDINATES (ANGSTROEM)
Pd (-0.487, 1.825, -0.103)
C (-3.922, 2.650, 2.353)
C (-3.122, 1.885, 1.305)
O (-2.491, 2.615, 0.475)
C (-3.207, 0.502, 1.320)
C (-2.592, -0.376, 0.362)
C (-3.062, -1.805, 0.280)
N (-1.677, 0.054, -0.439)
N (-1.228, -0.801, -1.452)
C (-0.517, -0.099, -2.298)
O (-0.233, 1.142, -2.263)
C (0.038, -0.866, -3.476)
C (-0.324, -2.183, -3.748)
C (0.198, -2.846, -4.850)
C (1.095, -2.202, -5.696)
C (1.461, -0.889, -5.428)
C (0.933, -0.226, -4.326)
H (-3.499, 3.649, 2.453)
H (-3.896, 2.142, 3.319)
H (-4.967, 2.746, 2.046)
H (-3.820, 0.044, 2.088)
H (-3.850, -1.988, 1.011)
H (-2.224, -2.482, 0.457)
H (-3.430, -2.031, -0.722)
H (-1.018, -2.667, -3.073)
H (-0.095, -3.871, -5.050)
H (1.506, -2.721, -6.556)
H (2.162, -0.377, -6.078)
H (1.195, 0.798, -4.094)
Br (5.187, -2.786, 2.685)
C (3.869, -1.505, 3.209)
C (3.790, -1.148, 4.544)
C (2.829, -0.220, 4.924)
C (1.969, 0.326, 3.980)
C (2.070, -0.040, 2.646)
C (3.032, -0.962, 2.251)
C (1.138, 0.575, 1.612)
O (1.421, 0.418, 0.409)
O (0.151, 1.216, 2.059)
H (4.464, -1.585, 5.268)
H (2.755, 0.074, 5.964)
H (1.202, 1.040, 4.251)
H (3.104, -1.221, 1.203)
Se (0.760, 4.028, 0.381)
C (1.439, 4.812, -1.144)
N (1.895, 5.359, -2.059)

---

No. 3
Here is the ion C6H10N with charge +1 from the OMol25 dataset. Energies are from ωB97M-V/def2-TZVPD.

Summary:
ΔE to the lowest compared entry with this formula, charge and spin in kJ/mol: 271.1
Net charge: +1
Multiplicity: 3
E_tot in Eh: -288.90562
Strongest force on any atom in eV/Å: 6.77
Frontier orbital gap (alpha / beta) in eV: 7.29 / 6.77

CARTESIAN COORDINATES (ANGSTROEM)
C (2.283, -0.502, 0.050)
C (1.108, -1.419, -0.149)
C (0.468, 0.694, 0.659)
C (-0.002, -0.627, 0.307)
C (-0.045, 1.909, -0.489)
C (-1.427, -0.869, 0.145)
N (1.910, 0.635, 0.541)
H (3.319, -0.845, -0.168)
H (1.111, -1.936, -1.151)
H (1.153, -2.315, 0.557)
H (0.207, 1.372, 1.510)
H (-0.489, 2.814, -0.037)
H (-0.861, 1.544, -1.144)
H (0.761, 2.319, -0.921)
H (-1.857, 0.114, 0.366)
H (-1.958, -1.518, 0.824)
H (-1.695, -1.235, -0.817)